1.
Here is a molecular structure, C5H5Cl20NO3Si2 in a non-equilibrium geometry from the OMol25 dataset. Energies are from ωB97M-V/def2-TZVPD.

Last column: natural (NBO) charge in e.
Element x y z (Å)
O: 5.0260 0.5340 0.9364  -0.22
N: 3.9354 0.3598 1.2804  0.42
O: 2.9651 0.8574 0.3288  -0.78
Si: 2.7963 2.5390 0.4905  1.64
O: 1.2180 2.9930 0.6951  -1.23
Si: 0.0465 1.8021 0.5976  1.20
H: 3.5530 2.9686 1.6744  -0.23
H: 3.3321 3.2514 -0.6756  -0.22
H: 0.4972 0.4987 1.0851  -0.18
H: -0.5274 1.7176 -0.7608  -0.20
H: -1.0588 2.2251 1.4831  -0.20
C: 2.3192 -0.8611 -3.2639  -0.23
Cl: 2.8403 0.1946 -4.5775  0.06
Cl: 3.5835 -0.9405 -2.0446  0.07
Cl: 0.8454 -0.2118 -2.5358  0.05
Cl: 2.0071 -2.4834 -3.8954  0.05
C: -2.2295 -2.1367 2.3524  -0.23
Cl: -2.0418 -0.9671 3.6611  0.06
Cl: -1.9428 -3.7644 2.9678  0.06
Cl: -3.8667 -2.0344 1.7025  0.06
Cl: -1.0663 -1.7741 1.0755  0.06
C: -1.7666 0.2639 -5.6879  -0.23
Cl: -2.8794 -0.3961 -6.8880  0.06
Cl: -0.5896 -0.9617 -5.2257  0.06
Cl: -0.9233 1.6572 -6.3683  0.06
Cl: -2.6734 0.7681 -4.2576  0.05
C: 0.5879 6.6001 1.0685  -0.23
Cl: -1.0030 5.8696 0.8464  0.06
Cl: 0.3994 8.2823 1.5671  0.06
Cl: 1.4720 5.7115 2.3058  0.06
Cl: 1.4828 6.5333 -0.4523  0.05
C: -3.2693 -7.8209 4.1035  -0.23
Cl: -1.8025 -6.8655 3.8716  0.05
Cl: -4.6219 -7.0124 3.3111  0.06
Cl: -3.0429 -9.4220 3.4001  0.06
Cl: -3.6020 -7.9755 5.8284  0.06

Orbital gap   10.39 eV
Energy   -10256.7412 a.u.
HOMO level   -10.93 eV

2.
Here is a gas-phase ion, C5H5Cl2N4 (charge +1) in a non-equilibrium geometry from the OMol25 dataset. Energies are from ωB97M-V/def2-TZVPD.

Last column: natural (NBO) charge in e.
Element x y z (Å)
Cl: -1.4701 -1.2797 -2.6225  0.06
C: -0.9305 -0.4223 -1.1352  -0.10
N: -2.0373 -0.3338 -0.2355  -0.34
C: -1.9016 0.0684 0.9323  0.27
N: -0.6882 0.5022 1.4435  -0.55
C: 0.3797 0.2096 0.7296  0.55
N: 1.5465 0.8175 0.5956  -0.55
C: 2.1264 0.3646 -0.6249  0.29
N: 1.5123 -0.5722 -1.1660  -0.36
C: 0.3588 -0.8215 -0.4441  0.09
Cl: 0.3577 -2.7322 -0.1716  0.04
H: -0.7159 0.5255 -1.4817  0.23
H: -2.7282 0.0135 1.6457  0.23
H: -0.5251 1.1615 2.1684  0.44
H: 1.7206 1.6060 1.3152  0.46
H: 2.9948 0.8929 -0.9490  0.24

Net charge   +1
Orbital gap   8.65 eV
Energy   -1332.6213 a.u.
HOMO level   -14.51 eV
Structure (SMILES)   Cl[C@H]1N=C[NH+]=C2NC=N[C@@]21Cl

3.
Here is a single C5H5Cl2NO2S molecule in a non-equilibrium geometry from the OMol25 dataset. Energies are from ωB97M-V/def2-TZVPD.

Last column: natural (NBO) charge in e.
Element x y z (Å)
C: -1.4729 0.8591 -0.7492  -0.07
C: -2.2951 -0.0117 -0.1072  -0.32
C: 0.4929 -0.3780 0.3727  0.24
C: 0.0440 0.7086 -0.7693  -0.49
C: -1.7599 -1.0995 0.6282  0.19
N: -0.4635 -1.4241 0.6336  -0.41
O: 1.7557 -0.9239 -0.0055  -0.74
O: 3.4071 0.8908 -0.7162  -0.88
S: 3.3946 -0.3447 0.0107  1.57
Cl: -2.6862 -2.3955 1.2320  0.05
Cl: 3.4822 0.3339 1.9413  -0.25
H: -1.9883 1.5226 -1.3304  0.21
H: -3.3944 0.0921 -0.2834  0.24
H: 0.5155 0.1287 1.4426  0.19
H: 0.3158 0.4483 -1.7960  0.24
H: 0.6524 1.5932 -0.5039  0.25

Orbital gap (alpha / beta)   9.04 / 9.04 eV
Energy   -1717.2496 a.u.
HOMO level (alpha / beta)   -9.32 / -9.32 eV

4.
Here is a single C5H5Cl3N2OS molecule in a non-equilibrium geometry from the OMol25 dataset. Energies are from ωB97M-V/def2-TZVPD.

Last column: natural (NBO) charge in e.
Element x y z (Å)
C: -1.7477 -0.8958 1.0292  -0.39
C: -0.5322 -0.3552 1.2239  0.21
C: -2.3169 -0.7152 -0.2840  0.25
C: -0.7917 0.9113 -0.8318  0.14
C: 2.5967 -0.4407 -0.2889  -0.82
N: -1.8637 0.0759 -1.1758  -0.44
N: 0.1110 0.3595 0.1098  -0.66
O: 1.8420 2.0064 -0.7490  -0.94
S: 1.7141 1.0583 0.3299  1.47
Cl: 0.4038 -0.4828 2.6308  0.08
Cl: -3.6745 -1.6542 -0.6817  0.06
Cl: -1.5258 2.4677 -0.1272  -0.16
H: -2.2738 -1.4530 1.7821  0.26
H: -0.2553 1.2457 -1.7185  0.25
H: 3.6065 -0.1303 -0.5259  0.24
H: 2.0997 -0.7823 -1.1899  0.24
H: 2.6079 -1.2152 0.4669  0.23

Orbital gap   9.02 eV
Energy   -2156.9952 a.u.
HOMO level   -9.23 eV

5.
Here is 2 unconnected molecules or ions with the total composition C5H5ClF2 in a non-equilibrium geometry from the OMol25 dataset. Energies are from ωB97M-V/def2-TZVPD.

Last column: natural (NBO) charge in e.
Element x y z (Å)
C: -1.6211 0.5631 -0.8886  -0.46
C: -0.6549 -0.3205 -0.8425  -0.14
C: 1.6727 -0.2172 1.3000  -0.51
C: 1.2178 0.4518 -0.0005  0.36
C: 2.3691 -0.3726 -0.0574  0.23
F: 1.2677 1.8183 -0.1629  -0.34
F: 2.2809 -1.5449 -0.7249  -0.32
Cl: 3.9543 0.3298 -0.2645  0.01
H: -2.6202 0.4076 -1.3271  0.22
H: -1.5651 1.6765 -0.4893  0.23
H: -0.6072 -1.3674 -1.1544  0.21
H: 2.2479 0.1596 2.1131  0.25
H: 0.9019 -1.0045 1.4704  0.25

Orbital gap   10.21 eV
Energy   -853.2653 a.u.
HOMO level   -9.80 eV

6.
Here is a single C5H5ClF2 molecule in a non-equilibrium geometry from the OMol25 dataset. Energies are from ωB97M-V/def2-TZVPD.

Last column: natural (NBO) charge in e.
Element x y z (Å)
C: 0.5334 1.8921 0.5066  -0.47
C: -0.1787 1.1045 -0.2899  0.38
F: -0.9233 1.6901 -1.2649  -0.34
C: -0.2824 -0.3523 -0.2839  -0.18
C: -1.0210 -1.0098 -1.1913  -0.30
C: 0.4340 -1.0967 0.7951  0.20
F: 0.0021 -2.3937 0.8523  -0.33
Cl: 2.2057 -1.1347 0.5260  -0.06
H: 0.4705 2.9825 0.3930  0.23
H: 1.1588 1.4928 1.2968  0.22
H: -1.1287 -2.0937 -1.1501  0.22
H: -1.5847 -0.4706 -1.9574  0.22
H: 0.3143 -0.6105 1.7677  0.19

Orbital gap   9.82 eV
Energy   -853.4044 a.u.
HOMO level   -9.57 eV
Structure (SMILES)   C=C(F)C(=C)[C@@H](F)Cl

7.
Here is a single C5H5ClFN3O molecule in a non-equilibrium geometry from the OMol25 dataset. Energies are from ωB97M-V/def2-TZVPD.

Last column: natural (NBO) charge in e.
Element x y z (Å)
C: 1.6875 -0.2883 -0.4306  -0.09
C: 0.3727 -0.6236 -0.3148  0.03
C: -0.3660 0.5290 0.1300  -0.05
C: 0.5709 1.5221 0.2784  0.42
C: -1.6215 -1.7829 -0.1995  0.59
N: 1.8039 1.0250 -0.0590  -0.53
N: -0.3632 -1.7522 -0.7033  -0.58
N: -1.7310 0.4903 0.2083  -0.55
O: 0.4001 2.8117 0.6484  -0.66
F: -2.5487 -2.2921 -1.0106  -0.30
Cl: -2.3511 0.4746 1.8199  0.03
H: 2.5305 -0.8754 -0.7304  0.22
H: -1.8239 -1.9565 0.8499  0.18
H: 2.6634 1.5487 -0.0215  0.41
H: -0.3297 -1.9362 -1.7034  0.41
H: 1.1060 3.1059 1.2382  0.48

Orbital gap (alpha / beta)   7.95 / 7.94 eV
Energy   -992.9664 a.u.
HOMO level (alpha / beta)   -7.49 / -7.49 eV

8.
Here is a single C5H5ClN2 molecule in a non-equilibrium geometry from the OMol25 dataset. Energies are from ωB97M-V/def2-TZVPD.

Last column: natural (NBO) charge in e.
Element x y z (Å)
C: 1.1263 0.2814 2.1136  -0.42
C: -0.0038 0.4347 1.4974  -0.02
N: -0.1186 0.3081 0.0750  -0.20
C: 0.6839 0.1017 -0.9555  -0.03
C: -0.1613 -0.2710 -1.9251  -0.33
C: -1.4343 -0.1294 -1.4451  0.01
Cl: -2.8306 -0.4132 -2.1765  0.10
N: -1.4527 0.2205 -0.1984  -0.25
H: 1.5510 0.1209 3.2418  0.26
H: 1.8662 0.2360 1.2301  0.17
H: -0.9245 0.1909 2.0519  0.23
H: 1.7682 -0.2530 -0.5104  0.24
H: -0.0698 -0.8276 -2.9988  0.24

Orbital gap   9.73 eV
Energy   -763.0924 a.u.
HOMO level   -8.92 eV
Structure (SMILES)   C=Cn1ccc(Cl)n1

9.
Here is a molecular structure, C5H5ClN2O in a non-equilibrium geometry from the OMol25 dataset. Energies are from ωB97M-V/def2-TZVPD.

Last column: natural (NBO) charge in e.
Element x y z (Å)
C: -1.1248 -0.6612 0.7473  -0.24
C: -2.2490 -0.9452 0.0312  0.14
C: -1.5633 1.0239 -0.7280  0.15
C: -0.6342 0.6346 0.2721  -0.29
C: 0.6052 1.1399 0.5728  0.51
N: 1.6751 1.4346 1.0356  -0.43
N: 2.5359 -1.2787 -0.5304  -1.00
O: -2.5186 -0.0340 -0.8516  -0.38
Cl: 3.5469 -0.1691 0.1540  0.21
H: -0.7015 -1.0924 1.5643  0.24
H: -3.0165 -1.6303 0.2050  0.21
H: -1.6369 1.7856 -1.6224  0.25
H: 2.5827 1.0299 0.6647  0.31
H: 2.4990 -1.2376 -1.5146  0.32

Orbital gap (alpha / beta)   5.93 / 5.95 eV
Energy   -838.2336 a.u.
HOMO level (alpha / beta)   -6.96 / -6.98 eV

10.
Here is 2 unconnected molecules or ions with the total composition C5H5ClN2O2 in a non-equilibrium geometry from the OMol25 dataset. Energies are from ωB97M-V/def2-TZVPD.

Last column: natural (NBO) charge in e.
Element x y z (Å)
Cl: -0.6922 -3.4294 -1.0934  -0.23
C: -0.4724 -1.4064 -1.0803  -0.26
C: 0.6416 -0.5521 -0.4278  0.02
C: 1.7294 -0.0438 -1.1080  -0.05
N: 2.4256 0.7413 -0.2323  -0.46
C: 1.8294 0.6700 0.9330  0.18
N: 0.7347 -0.1236 0.8930  -0.49
H: -1.4380 -1.4381 -0.5224  0.23
H: -0.5730 -1.2545 -2.0872  0.21
H: 1.9051 -0.2337 -2.2044  0.22
H: 1.9645 1.3789 1.7091  0.20
H: 0.1212 -0.2959 1.5672  0.41
O: -3.2781 2.9595 0.9439  -0.49
C: -2.7935 1.9719 1.2859  1.02
O: -2.1041 1.0559 1.4235  -0.53

Orbital gap   9.20 eV
Energy   -913.7026 a.u.
HOMO level   -9.22 eV
Structure (SMILES)   ClCc1cnc[nH]1.O=C=O

11.
Here is a single C5H5ClN4S molecule in a non-equilibrium geometry from the OMol25 dataset. Energies are from ωB97M-V/def2-TZVPD.

Last column: natural (NBO) charge in e.
Element x y z (Å)
C: -1.1559 -0.2544 0.7572  -0.57
C: 0.0218 -0.0177 -0.1904  0.01
N: 0.6885 1.2072 0.1946  -0.38
C: 1.9409 1.3103 0.1807  0.25
Cl: 2.8373 2.6689 0.7286  0.06
C: 2.8114 0.1044 -0.1656  -0.24
C: 3.0268 -0.0144 -1.6256  0.25
N: 3.0862 -0.0237 -2.7445  -0.26
N: 2.1748 -1.2490 0.1943  -0.33
S: 2.8500 -2.5520 0.7466  0.20
N: 0.7572 -1.2705 0.1048  -0.17
H: -1.5954 -1.1713 0.4335  0.23
H: -1.7035 0.5658 0.6808  0.21
H: -0.6804 -0.2244 1.7680  0.22
H: -0.0255 -0.0601 -1.2902  0.23
H: 3.7639 0.1959 0.3008  0.28

Orbital gap (alpha / beta)   8.38 / 8.18 eV
Energy   -1270.7778 a.u.
HOMO level (alpha / beta)   -9.07 / -9.36 eV
Structure (SMILES)   C[C@H]1N=C(Cl)[C@H](C#N)[N+]([S-])=N1

12.
Here is a single C5H5ClOS molecule in a non-equilibrium geometry from the OMol25 dataset. Energies are from ωB97M-V/def2-TZVPD.

Last column: natural (NBO) charge in e.
Element x y z (Å)
C: 3.1461 0.0431 0.9002  -0.14
C: 1.9028 -0.0834 0.6606  -0.09
C: 0.5652 -0.3623 0.0148  -0.15
S: 0.3664 -1.6912 -0.9436  0.10
C: -0.4465 0.5911 0.4652  -0.31
Cl: -0.1689 1.9294 -0.6274  0.00
C: -2.0429 0.1566 0.3366  -0.05
O: -2.3177 -1.0310 1.0067  -0.72
H: 4.1283 0.1325 1.2852  0.24
H: -0.2986 0.9587 1.4727  0.24
H: -2.5277 0.9229 1.0424  0.19
H: -2.3753 0.2785 -0.7914  0.19
H: -2.1250 -1.8556 0.4365  0.49

Orbital gap   8.03 eV
Energy   -1127.0070 a.u.
HOMO level   -9.36 eV
Structure (SMILES)   C#CC(=S)[C@@H](Cl)CO